No. 1
39
Properties=species:S:1:pos:R:3:forces:R:3:mulliken_spin:R:1 method="wB97M-V/def2-TZVPD" lumo_energy_ev="0.378 / 0.378" orbital_gap_ev="9.0 / 8.2" multiplicity=5
Fe 0.16024 -0.53756 0.11686 -0.65 -0.52 0.09 3.821
C 2.34168 -3.77755 1.05179 -0.08 -0.08 -0.27 -0.001
C 1.51214 -2.59942 0.62149 -0.61 0.49 -1.36 -0.009
O 0.40570 -2.71157 0.02568 -0.26 -1.39 0.39 0.039
O 1.93618 -1.42112 0.71355 1.52 1.22 1.21 0.045
H 2.44103 -4.39747 0.16076 -0.26 -0.36 0.18 0.001
H 1.81487 -4.30052 1.84995 0.07 -0.21 -0.17 0.001
H 3.36110 -3.54662 1.36089 -0.28 0.43 0.16 0.001
C -3.75224 -0.03302 1.11026 0.38 0.35 0.16 -0.003
C -2.29416 -0.25513 0.77105 -0.41 0.47 0.59 -0.015
O -1.45839 -0.74337 1.52917 0.77 -1.32 2.98 0.035
O -1.84439 0.13728 -0.31251 -0.18 1.14 -3.21 0.040
H -4.32446 -0.55805 0.34541 -0.32 0.14 0.28 0.001
H -3.92938 1.04124 1.05829 -0.07 0.05 -0.56 0.001
H -4.03664 -0.25496 2.13884 0.21 -0.72 -0.22 0.001
C 1.93268 2.13108 2.53275 0.65 -0.82 0.23 -0.004
C 0.53931 1.79130 2.04646 0.06 1.65 0.20 0.005
C -0.31756 3.02779 1.97446 -1.27 0.91 0.97 -0.001
O 0.66132 1.45013 0.67772 0.33 -1.18 -0.56 0.018
H 2.34803 2.97280 1.97861 -0.48 0.78 0.43 0.000
H 2.69270 1.40679 2.23968 -0.40 -0.84 0.30 0.000
H 1.96645 2.22643 3.61805 0.15 0.46 -0.11 0.000
H -0.01965 1.05439 2.62318 0.51 -0.55 -0.43 0.003
H -1.08793 2.89345 1.21512 0.19 0.04 -0.23 0.000
H 0.25814 3.93794 1.80623 0.09 -0.03 -0.37 0.000
H -0.90428 3.24088 2.86802 0.22 -0.14 0.40 0.001
H 1.13954 2.19364 0.30340 0.04 -0.14 -0.61 0.003
C -0.76927 -1.57875 -2.92758 -0.04 0.03 0.27 0.006
C 0.30888 -0.48954 -3.03012 -1.50 0.33 -0.58 -0.004
C -0.31059 0.83380 -3.42025 -0.44 0.15 -1.26 -0.001
O 0.96790 -0.25180 -1.80493 0.99 -0.29 0.39 0.012
H -1.10997 -1.89245 -3.91429 0.17 0.15 -0.13 0.000
H -1.63910 -1.16957 -2.41369 0.00 0.12 0.06 0.000
H -0.49908 -2.47819 -2.37432 0.46 0.13 -0.01 0.000
H 1.04870 -0.70124 -3.80209 0.11 -0.45 0.09 0.000
H 0.48166 1.51095 -3.73948 -0.08 0.25 0.08 0.000
H -0.97484 1.32970 -2.71247 0.30 -0.39 0.51 0.000
H -0.94516 0.64115 -4.28529 0.02 0.16 -0.31 0.000
H 1.89884 -0.12283 -2.00063 0.11 -0.02 0.45 0.001

---

No. 2
40
Properties=species:S:1:pos:R:3:forces:R:3:mulliken_charge:R:1 method="wB97M-V/def2-TZVPD" lumo_energy_ev="-13.796 / -13.797" total_charge=+3 orbital_gap_ev="6.4 / 6.4" multiplicity=1
C -0.10796 -1.26462 -2.94900 0.05 -0.32 -0.82 -1.167
C -0.16573 -0.31898 -1.81664 -0.06 3.31 -2.20 0.658
H -0.05399 -0.74402 -3.92240 -0.08 0.15 0.48 0.390
H -1.00430 -1.91728 -2.93607 0.42 0.24 0.15 0.388
H 0.79117 -1.89563 -2.83231 -0.41 0.12 0.06 0.376
O -0.19932 0.91544 -1.80588 0.27 -5.57 1.66 -0.222
I -0.14014 -2.37984 -0.02134 0.14 1.68 -0.05 0.240
Zr -0.03178 0.49083 0.74234 -1.53 -1.69 2.53 0.575
P 2.56029 0.16110 0.26292 2.39 -0.79 -0.39 1.062
C 3.66060 1.53238 0.70068 -0.39 0.58 0.25 -1.237
C 3.33908 -1.20126 1.20893 -0.65 -0.19 0.43 -1.169
H 4.37221 -1.33016 0.85570 -0.28 0.16 0.04 0.423
H 4.21902 -0.17084 -1.40061 -0.26 -0.06 -0.12 0.535
H 2.78231 -2.13694 1.06560 0.30 0.21 0.11 0.356
H 2.81579 -1.23811 -1.72332 0.15 0.19 0.05 0.288
H 3.67278 1.63680 1.79339 0.08 0.14 -0.23 0.433
H 3.34493 -0.93275 2.27501 0.06 -0.22 -0.24 0.427
C 3.12342 -0.22825 -1.42568 -0.58 0.07 -0.25 -1.227
H 4.67571 1.30398 0.34018 -0.36 0.07 0.13 0.426
H 2.73221 0.50663 -2.13740 0.24 -0.11 -0.07 0.370
H 3.29751 2.46229 0.24473 0.45 -0.10 0.15 0.409
P -2.60150 0.20988 0.10368 -2.14 -0.25 0.65 1.009
C -3.46115 1.79740 0.23799 0.63 0.21 0.00 -1.278
C -3.36935 -0.48221 -1.38267 0.69 -0.19 -0.64 -1.208
H -2.98236 -1.80100 1.38963 -0.20 0.06 0.16 0.375
H -4.48533 -0.89428 1.07919 0.21 0.11 0.21 0.459
H -3.32397 -0.31900 2.35838 -0.20 -0.24 -0.21 0.358
C -3.43343 -0.80439 1.37982 0.63 0.01 0.15 -1.169
H -3.03937 -1.51476 -1.54585 -0.21 0.11 0.00 0.300
H -4.46135 -0.46850 -1.24386 0.39 0.02 0.02 0.518
H -4.50631 1.57399 0.01818 -0.03 0.24 0.06 0.451
H -3.04719 2.48806 -0.49927 -0.29 0.17 0.01 0.417
H -3.11324 0.12399 -2.25567 -0.17 -0.08 -0.07 0.411
H -3.33788 2.19314 1.24718 -0.16 0.07 -0.08 0.403
C 0.65945 2.50620 0.02919 2.02 6.66 -3.24 0.354
O 0.97310 3.47511 -0.52453 -1.49 -4.64 2.82 -0.033
O -2.23770 1.71790 3.35026 2.97 -0.98 -0.41 -0.399
C -1.05357 1.44816 3.52498 -3.67 1.93 2.25 0.085
O -0.28918 0.79676 2.65803 0.96 -0.88 -3.09 -0.796
H -0.53977 1.74216 4.45331 0.12 -0.20 -0.25 0.410

---

No. 3
36
Properties=species:S:1:pos:R:3:forces:R:3:mulliken_charge:R:1 method="wB97M-V/def2-TZVPD" smiles="CC(C)(C)[Si](C)(C)OCCCC(=O)O" lumo_energy_ev=0.654 orbital_gap_ev=10.3 multiplicity=1
O -3.57190 1.32908 -3.67108 1.27 -0.43 -0.41 -0.579
O -1.54204 1.41229 -4.66350 -0.15 0.34 -0.17 -0.448
O 0.51949 -0.85316 -0.52431 0.25 0.65 0.84 -0.292
C -2.48436 0.82320 -3.89514 -1.57 0.71 0.26 0.403
C 2.55623 -0.93857 1.94787 0.04 0.38 -0.46 -1.660
C 2.40174 1.29604 0.78749 -0.03 -1.14 0.14 -1.746
C 1.42071 1.01713 3.12210 -0.12 -0.43 -0.09 -1.735
C -0.41818 -1.25931 -1.48023 -0.02 -0.72 0.07 -0.528
C -2.00269 -0.45439 -3.28862 1.12 -0.04 -0.35 -0.426
C -0.96381 -0.08026 -2.22920 0.31 0.29 -0.62 -0.443
C -0.56391 -1.86284 1.94800 0.62 0.16 -0.67 -1.303
C -1.35746 0.83455 1.02886 0.15 0.44 -0.72 -1.241
C 1.68530 0.32107 1.76040 -0.15 0.30 0.18 1.739
Si 0.06441 -0.35253 1.02396 0.60 -0.40 0.11 0.553
H -1.86958 2.28321 -4.97261 -0.02 -0.61 0.29 0.346
H 3.41934 -0.68466 2.56218 0.23 -0.13 -0.01 0.459
H 2.89206 -1.27982 0.94837 -0.08 -0.05 0.61 0.321
H 1.99765 -1.73957 2.43716 0.22 0.02 0.03 0.318
H 1.79696 2.12066 0.45605 -0.40 0.46 0.01 0.364
H 2.68141 0.72342 -0.09251 0.01 0.05 -0.28 0.373
H 3.32884 1.68074 1.20200 0.12 0.13 0.32 0.432
H 0.91742 0.36043 3.83841 0.01 -0.15 -0.08 0.358
H 0.77267 1.87854 3.01326 -0.13 0.30 -0.15 0.395
H 2.32818 1.36401 3.62970 0.13 -0.11 -0.31 0.412
H 0.08134 -1.95648 -2.18688 -0.27 0.30 0.35 0.329
H -1.20760 -1.81744 -0.95823 -0.22 -0.09 -0.34 0.230
H -1.50415 -1.06175 -4.07121 -0.45 0.12 0.41 0.341
H -2.80854 -0.98331 -2.79871 -0.34 -0.09 -0.26 0.336
H -1.37519 0.66840 -1.58444 -0.58 0.13 0.77 0.157
H -0.13105 0.46495 -2.66252 0.29 -0.19 -0.43 0.327
H -0.63045 -1.64425 2.99504 -0.12 0.07 0.73 0.391
H 0.11147 -2.70451 1.80906 -0.04 -0.14 0.03 0.350
H -1.54467 -2.13736 1.58742 -0.35 -0.13 -0.07 0.368
H -2.23282 0.28446 0.69243 -0.22 0.08 -0.26 0.354
H -1.13265 1.64649 0.32737 -0.28 -0.03 0.04 0.312
H -1.63421 1.30158 1.96203 0.19 -0.05 0.50 0.434

---

No. 4
42
Properties=species:S:1:pos:R:3:forces:R:3:mulliken_charge:R:1 method="wB97M-V/def2-TZVPD" lumo_energy_ev=0.512 orbital_gap_ev=11.4 multiplicity=1
C 3.44990 -0.41030 1.53675 -0.04 -0.14 -0.05 -1.058
C 3.71106 0.13383 0.12994 0.02 0.19 -0.02 -0.567
C 2.50285 0.80243 -0.53783 -0.02 0.05 -0.01 -0.326
C 1.78416 1.84710 0.31776 -0.02 0.03 -0.03 -0.322
O 0.37314 1.87867 0.05991 0.20 0.16 -0.02 -0.167
Si -0.73797 0.95544 0.81860 -0.09 0.00 0.08 0.290
O -1.33446 -0.20680 -0.17498 0.11 -0.04 0.13 -0.127
Si -0.99709 -1.82307 -0.19085 -0.04 -0.09 -0.11 0.481
H 4.10306 -1.25795 1.74650 0.04 0.06 0.04 0.347
H 3.61612 0.33191 2.31766 -0.02 0.04 -0.04 0.331
H 2.42336 -0.76914 1.63956 -0.03 -0.03 -0.03 0.212
H 4.03588 -0.68392 -0.51607 -0.02 0.03 -0.03 0.358
H 4.54379 0.84234 0.15146 0.02 -0.04 0.06 0.314
H 1.77542 0.03896 -0.82464 -0.03 -0.06 0.12 0.155
H 2.82871 1.27584 -1.46746 -0.05 -0.08 -0.05 0.258
H 1.95368 1.67429 1.38342 -0.03 -0.07 -0.02 0.325
H 2.15504 2.84834 0.09133 0.06 -0.02 0.06 0.240
H -0.09430 0.29583 1.98148 0.00 0.03 0.00 -0.129
H -1.86208 1.81068 1.22633 0.00 0.02 -0.07 -0.191
H 0.44166 -2.04041 0.08672 -0.04 0.00 -0.02 -0.147
H -1.80029 -2.51055 0.83669 -0.01 -0.02 0.00 -0.148
H -1.33799 -2.34254 -1.52922 0.01 -0.01 0.02 -0.152
C 0.77681 4.40278 -1.90126 -0.07 0.06 -0.01 -0.021
C -0.17963 5.39583 -2.54136 0.05 -0.05 -0.02 -0.314
O 0.52296 6.63345 -2.38891 0.01 0.04 -0.02 -0.337
C 1.84480 6.37306 -2.24845 0.00 0.00 -0.02 0.623
O 2.70336 7.19226 -2.26221 -0.03 -0.03 0.01 -0.525
O 2.04445 5.04310 -2.09310 0.05 -0.02 0.04 -0.333
H 0.79416 3.42485 -2.37315 0.00 0.01 -0.02 0.241
H 0.59629 4.28314 -0.83399 -0.02 -0.01 0.01 0.150
H -0.32468 5.20668 -3.60614 -0.02 -0.01 0.00 0.256
H -1.14156 5.47128 -2.04296 0.01 0.00 0.03 0.282
C -4.71493 -6.17461 1.12066 0.02 0.05 0.03 -0.297
C -4.32404 -4.70789 1.22573 0.00 -0.06 -0.03 -0.281
O -3.05563 -4.78255 1.88105 0.04 0.02 0.03 -0.296
C -2.52093 -6.00896 1.66610 0.01 0.02 -0.03 0.656
O -1.40698 -6.31846 1.93116 -0.05 0.00 0.00 -0.516
O -3.44088 -6.82473 1.09834 0.02 -0.04 0.02 -0.330
H -5.25564 -6.42954 0.21402 0.01 0.02 -0.01 0.286
H -5.26824 -6.51899 1.99545 -0.02 0.00 -0.01 0.247
H -4.18546 -4.24509 0.24708 -0.02 0.01 0.00 0.221
H -4.99786 -4.10658 1.82888 -0.01 -0.02 0.02 0.312

---

No. 5
34
Properties=species:S:1:pos:R:3:forces:R:3:mulliken_charge:R:1 method="wB97M-V/def2-TZVPD" lumo_energy_ev="-0.562 / -0.142" orbital_gap_ev="7.9 / 6.8" multiplicity=1
C -3.38449 -0.84009 -0.14511 -2.68 -0.27 -2.12 -0.889
C -1.27276 1.05753 -2.01536 -1.56 0.14 -1.14 -0.532
C -2.33985 -1.58344 0.11789 0.60 -1.21 -0.78 0.038
C -0.97410 1.22130 -0.72667 1.30 0.67 -0.74 0.686
C -1.15066 2.53672 -0.05761 -1.57 1.20 -1.47 -1.453
C -0.43934 2.01469 3.62073 2.43 -0.24 2.23 -0.987
C 1.67838 -2.73662 -1.05491 -2.28 2.10 -1.23 -1.246
C 2.41850 0.30960 -2.21942 -0.44 -1.68 -2.03 -1.119
C 3.26059 -0.80232 0.59772 0.63 1.57 -0.63 -1.282
C -1.43589 -1.22465 1.22731 2.72 -0.32 1.32 -0.613
Si 0.05977 0.06656 0.36485 -1.47 -1.32 0.39 -0.292
Si 1.98009 -0.82199 -0.80572 -0.09 -1.31 1.49 0.561
H -4.10204 -1.07655 -0.98465 1.13 0.05 0.74 0.213
H -3.74363 0.01974 0.36684 0.26 0.57 0.89 0.296
H -1.12999 0.09816 -2.51796 0.14 0.17 0.14 0.294
H -1.90300 1.78771 -2.67080 1.34 -0.95 1.44 0.210
H -2.14329 -2.39908 -0.66244 0.14 0.96 1.60 0.220
H -0.30399 3.17479 0.03838 1.30 0.19 -0.41 0.358
H -1.37021 2.35361 0.93909 -1.05 -0.14 2.08 0.308
H -1.92524 3.20059 -0.53086 0.39 -0.76 0.40 0.332
H -0.57216 2.92406 3.13620 0.27 1.45 -1.11 0.345
H -1.33442 1.62563 3.95271 -1.90 -1.33 0.30 0.354
H 0.33325 1.97080 4.45883 -0.73 0.02 -1.64 0.285
H 0.58820 -2.95284 -1.19413 0.68 0.25 0.45 0.267
H 2.05175 -3.02903 -1.99081 0.91 -0.44 -1.51 0.426
H 2.06782 -3.39996 -0.35193 0.71 -0.71 1.52 0.387
H 3.43089 0.09539 -2.57240 0.24 0.43 0.44 0.389
H 1.84686 0.13240 -3.16999 0.00 -0.12 0.94 0.317
H 2.22387 1.33088 -2.01513 0.24 1.05 0.50 0.378
H 4.35333 -0.90154 0.59060 -0.23 -0.23 -0.86 0.389
H 3.11812 0.12972 1.12495 -0.08 0.61 0.18 0.368
H 2.92039 -1.50402 1.28817 -0.70 -1.52 1.23 0.355
H -0.86144 -2.08725 1.78208 -1.06 1.37 -1.43 0.306
H -1.94533 -0.69046 2.07953 0.41 -0.21 -1.18 0.331

---

No. 6
34
Properties=species:S:1:pos:R:3:forces:R:3:mulliken_charge:R:1 method="wB97M-V/def2-TZVPD" smiles="C=C(C(=C)[Si](C)(C)C)[Si](C)(C)C" lumo_energy_ev=0.862 orbital_gap_ev=10.2 multiplicity=1
C 0.62436 -1.52673 -1.79424 0.36 1.52 -0.30 -0.780
C -0.68766 -1.94225 1.27121 0.46 -0.77 -2.00 -1.038
C 0.69907 -0.79638 -0.69707 -2.35 -1.12 3.97 0.230
C -0.66612 -1.07450 0.25656 1.53 2.01 -0.76 0.139
C 3.21309 0.79128 -1.29633 -0.84 -1.27 2.94 -1.427
C 3.27157 -0.98323 1.36173 -2.93 -0.89 -1.65 -1.160
C 1.65650 1.63208 1.21009 1.95 -2.90 1.63 -1.296
C -3.77707 -0.87544 0.12120 4.11 -2.15 -1.04 -1.390
C -2.00136 0.83363 -1.82343 -1.79 -2.71 1.22 -1.312
C -2.32907 1.58240 1.08173 3.91 0.93 -2.11 -1.120
Si 2.11833 0.11025 0.21271 1.30 0.06 -1.65 0.432
Si -2.17415 0.07896 -0.03679 0.34 0.41 -0.80 0.516
H 1.35494 -1.40592 -2.56534 0.51 -0.44 -0.44 0.288
H -0.32317 -1.94961 -2.01997 -0.48 -0.81 -0.44 0.380
H -1.61753 -2.27623 1.66750 -0.67 0.24 0.81 0.386
H 0.10089 -2.67572 1.32713 0.53 0.01 0.57 0.306
H 2.73739 1.57458 -1.76771 -1.03 2.43 -0.46 0.411
H 4.19862 1.02693 -0.97640 0.86 0.49 0.23 0.364
H 3.27564 0.15504 -2.10672 0.37 -2.16 -1.45 0.441
H 4.20978 -0.58048 1.24235 2.34 0.98 -0.21 0.411
H 2.97708 -0.89181 2.39069 -0.21 -0.31 0.47 0.321
H 3.30330 -2.03341 0.98072 -0.13 0.73 0.60 0.306
H 2.62173 2.09135 1.38123 0.48 0.12 0.23 0.370
H 1.12406 2.33549 0.73346 -2.34 2.38 -1.73 0.494
H 1.25548 1.37264 2.19218 -0.20 0.13 -0.12 0.344
H -4.43438 -0.43896 -0.48499 -3.03 1.97 -2.33 0.474
H -3.58976 -1.86223 -0.33642 -0.01 0.16 0.00 0.321
H -4.17632 -1.08948 1.02828 -1.08 -0.20 2.95 0.435
H -2.35121 1.79203 -1.80545 -0.71 2.96 0.41 0.477
H -1.02121 0.83912 -2.16443 1.76 -0.19 -0.79 0.364
H -2.70475 0.40294 -2.55097 0.52 -0.54 0.05 0.337
H -2.64342 1.40886 2.01627 -1.74 -1.03 3.45 0.453
H -1.29529 2.05450 1.33819 -1.51 -0.54 -0.98 0.185
H -2.94935 2.32028 0.61303 -0.31 0.49 -0.26 0.340

---

| no. | calculated total energy (Eh) |
| --- | --- |
| 1 | -2109.441147 |
| 2 | -1721.579975 |
| 3 | -909.519832 |
| 4 | -1575.249323 |
| 5 | -972.980193 |
| 6 | -973.134199 |